1.
Density functional theory data (ωB97M-V/def2-TZVPD) for a cluster of 2 separate species, C4H12 in total in a non-equilibrium geometry.

The value obtained for the total energy is -159.5712 a.u. The energy relative to the best compared isomer or geometry (same formula, charge and spin) is 8.6 kcal per mole. Its charge is 0. As for the LUMO energy: 0.0421 Ha. The value obtained for the orbital gap is 12.838 eV. Its SMILES is CC.CC. For the molar mass, the calculation gives 60.14 g/mol.

Each line ends with the Löwdin charge.
Geometry (Å):
C -1.334 0.796 1.308  -0.1632
C -0.800 2.168 1.752  -0.1594
H -0.848 0.467 0.391  0.0343
H -1.148 -0.031 1.985  0.0605
H -2.372 0.875 0.983  0.0603
H -1.599 2.894 1.872  0.0577
H 0.002 2.529 1.117  0.0572
H -0.343 2.080 2.734  0.0545
C 1.626 -1.211 -1.059  -0.1646
C 0.514 -1.733 -1.972  -0.1709
H 2.218 -0.427 -1.524  0.0599
H 1.232 -0.877 -0.098  0.0464
H 2.284 -2.052 -0.814  0.0605
H -0.463 -1.383 -1.642  0.0485
H 0.505 -2.813 -2.061  0.0574
H 0.524 -1.284 -2.971  0.0608

2.
Density functional theory data (ωB97M-V/def2-TZVPD) for a cluster of 2 separate species, C4H12 in total in a non-equilibrium geometry.

The value obtained for the total energy is -159.5547 a.u. The energy relative to the best compared isomer or geometry (same formula, charge and spin) is 19.0 kcal per mole. Its charge is 0. As for the LUMO energy: 0.0393 Ha. The value obtained for the orbital gap is 12.500 eV. Its SMILES is CC.CC. For the molar mass, the calculation gives 60.14 g/mol.

Each line ends with the Löwdin charge.
Geometry (Å):
C 1.881 0.931 0.703  -0.1495
C 1.701 1.548 2.147  -0.1585
H 2.557 0.114 0.769  0.0434
H 0.863 0.637 0.495  0.0385
H 2.287 1.630 -0.016  0.0544
H 2.428 1.099 2.833  0.0509
H 0.796 0.984 2.581  0.0761
H 1.519 2.608 2.153  0.0471
C -1.972 -1.360 -0.740  -0.1764
C -1.554 -0.987 -2.211  -0.1636
H -1.335 -2.108 -0.218  0.0659
H -1.842 -0.430 -0.189  0.0443
H -3.011 -1.725 -0.763  0.0569
H -1.968 -0.025 -2.530  0.0632
H -0.471 -1.116 -2.138  0.0526
H -1.880 -1.800 -2.876  0.0548

3.
Density functional theory data (ωB97M-V/def2-TZVPD) for a cluster of 2 separate species, C4H12 in total in a non-equilibrium geometry.

The value obtained for the total energy is -159.5642 a.u. The energy relative to the best compared isomer or geometry (same formula, charge and spin) is 13.1 kcal per mole. Its charge is 0. As for the LUMO energy: 0.0407 Ha. The value obtained for the orbital gap is 12.387 eV. Its SMILES is CC.CC. For the molar mass, the calculation gives 60.14 g/mol.

Each line ends with the Löwdin charge.
Geometry (Å):
C -1.691 -0.431 1.202  -0.1602
C -0.911 -1.268 2.258  -0.1681
H -2.763 -0.571 1.343  0.0590
H -1.393 0.618 1.299  0.0591
H -1.363 -0.746 0.216  0.0386
H -0.132 -0.692 2.757  0.0584
H -0.559 -2.217 1.807  0.0617
H -1.639 -1.728 2.935  0.0526
C 1.905 1.241 -1.399  -0.1746
C 0.732 0.489 -2.043  -0.1815
H 2.086 2.226 -1.819  0.0601
H 1.861 1.214 -0.306  0.0579
H 2.812 0.628 -1.628  0.0653
H 0.404 -0.469 -1.659  0.0494
H 0.765 0.554 -3.150  0.0696
H -0.114 1.150 -1.816  0.0526

4.
Density functional theory data (ωB97M-V/def2-TZVPD) for a cluster of 2 separate species, C4H12 in total in a non-equilibrium geometry.

The value obtained for the total energy is -159.5634 a.u. The energy relative to the best compared isomer or geometry (same formula, charge and spin) is 13.5 kcal per mole. Its charge is 0. As for the LUMO energy: 0.0421 Ha. The value obtained for the orbital gap is 12.776 eV. Its SMILES is CC.CC. For the molar mass, the calculation gives 60.14 g/mol.

Each line ends with the Löwdin charge.
Geometry (Å):
C 0.441 1.338 -0.324  -0.1676
C 1.646 1.480 -1.296  -0.1464
H -0.153 0.436 -0.552  0.0345
H 0.575 1.200 0.742  0.0453
H -0.110 2.262 -0.503  0.0668
H 2.417 0.735 -1.153  0.0521
H 2.200 2.364 -0.978  0.0584
H 1.230 1.536 -2.290  0.0599
C -1.426 -1.713 0.222  -0.1673
C -0.623 -1.087 1.398  -0.1731
H -1.637 -2.792 0.314  0.0605
H -2.444 -1.311 0.094  0.0653
H -0.871 -1.630 -0.706  0.0459
H 0.364 -0.879 1.001  0.0381
H -0.574 -1.787 2.228  0.0574
H -1.036 -0.150 1.804  0.0702

5.
Density functional theory data (ωB97M-V/def2-TZVPD) for a cluster of 2 separate species, C4H12 in total in a non-equilibrium geometry.

The value obtained for the total energy is -159.5623 a.u. The energy relative to the best compared isomer or geometry (same formula, charge and spin) is 14.2 kcal per mole. Its charge is 0. As for the LUMO energy: 0.0423 Ha. The value obtained for the orbital gap is 12.395 eV. Its SMILES is CC.CC. For the molar mass, the calculation gives 60.14 g/mol.

Each line ends with the Löwdin charge.
Geometry (Å):
C 1.466 -0.112 -2.487  -0.1642
C 1.012 0.271 -1.079  -0.1895
H 1.667 -1.209 -2.451  0.0764
H 0.759 0.256 -3.202  0.0531
H 2.427 0.347 -2.684  0.0550
H 1.752 0.036 -0.317  0.0640
H 0.028 -0.127 -0.741  0.0404
H 0.677 1.323 -1.076  0.0686
C -0.624 -0.308 2.118  -0.2115
C -1.826 0.124 1.313  -0.1879
H -0.137 -1.193 1.599  0.0787
H 0.118 0.482 2.276  0.0619
H -0.925 -0.589 3.129  0.0603
H -2.119 1.028 1.917  0.0811
H -2.523 -0.744 1.406  0.0779
H -1.752 0.415 0.279  0.0357

6.
Density functional theory data (ωB97M-V/def2-TZVPD) for a cluster of 2 separate species, C4H12 in total in a non-equilibrium geometry.

The value obtained for the total energy is -159.5685 a.u. The energy relative to the best compared isomer or geometry (same formula, charge and spin) is 10.3 kcal per mole. Its charge is 0. As for the LUMO energy: 0.0400 Ha. The value obtained for the orbital gap is 12.492 eV. Its SMILES is CC.CC. For the molar mass, the calculation gives 60.14 g/mol.

Each line ends with the Löwdin charge.
Geometry (Å):
C 0.039 2.881 0.230  -0.1710
C -0.989 1.761 0.130  -0.1737
H -0.461 3.788 -0.128  0.0621
H 0.502 2.991 1.205  0.0587
H 0.877 2.702 -0.454  0.0635
H -0.418 0.839 0.239  0.0210
H -1.367 1.636 -0.896  0.0667
H -1.931 1.906 0.657  0.0671
C -0.032 -1.728 -0.080  -0.1792
C 0.966 -2.894 -0.182  -0.1674
H 0.106 -1.281 0.904  0.0603
H 0.012 -0.941 -0.831  0.0492
H -1.024 -2.158 -0.246  0.0661
H 1.158 -3.167 -1.219  0.0599
H 1.929 -2.606 0.255  0.0592
H 0.632 -3.730 0.419  0.0574